Arrangement w

# C5H11NO2S

C5H11NO2S in the gas phase (ωB97M-V/def2-TZVPD, the OMol25 dataset).

Computed properties:
Gap between HOMO and LUMO (eV): 9.3
Molar mass (g/mol): 149.22
HOMO level (eV): -8.588
SMILES: CSCC[C@H](N)C(=O)O

Positions of all 20 atoms, in Å:
C  2.956  0.517  0.389
S  2.476  -1.179  -0.070
C  0.685  -1.013  0.150
C  -0.016  -0.284  -1.043
C  -1.381  0.385  -0.635
N  -1.263  1.571  0.148
C  -2.320  -0.638  0.048
O  -3.052  -1.385  -0.484
O  -2.092  -0.687  1.320
H  3.981  0.571  0.851
H  2.249  1.034  1.045
H  3.007  1.109  -0.543
H  0.277  -2.024  0.223
H  0.429  -0.581  1.171
H  -0.253  -0.988  -1.868
H  0.582  0.485  -1.520
H  -1.902  0.649  -1.586
H  -0.808  2.303  -0.341
H  -0.866  1.535  1.064
H  -2.688  -1.381  1.679


Arrangement x

# C5H11NO2S

C5H11NO2S in the gas phase (ωB97M-V/def2-TZVPD, the OMol25 dataset).

Computed properties:
Gap between HOMO and LUMO (eV): 11.1
Molar mass (g/mol): 149.22
HOMO level (eV): -10.432
SMILES: C[C@H]1C[C@]1(C)S(N)(=O)=O

Positions of all 20 atoms, in Å:
C  2.112  -0.881  -1.116
C  0.775  -1.061  -0.353
C  0.601  -0.810  1.079
C  -0.020  0.124  0.146
C  0.568  1.624  -0.197
S  -1.825  -0.127  -0.009
N  -2.576  1.062  1.000
O  -2.102  0.232  -1.393
O  -2.275  -1.370  0.517
H  2.621  -0.014  -0.697
H  1.752  -0.780  -2.170
H  2.654  -1.848  -1.045
H  0.284  -1.869  -0.881
H  -0.068  -1.390  1.669
H  1.462  -0.594  1.718
H  -0.365  2.136  -0.393
H  1.273  1.357  -1.040
H  1.020  2.074  0.718
H  -3.366  1.403  0.539
H  -2.526  0.731  1.907


The most stable arrangement is arrangement w, and the next structure is 49.2 kcal/mol less stable.


Arrangement w

# C6H12N3O

2 unconnected molecules or ions with the total composition C6H12N3O (ωB97M-V/def2-TZVPD, the OMol25 dataset).

Computed properties:
Gap between HOMO and LUMO (spin up / spin down) (eV): 7.1 / 7.1
Net charge: +1
Molar mass (g/mol): 142.18
HOMO level (spin up / spin down) (eV): -10.720 / -10.720

Positions of all 22 atoms, in Å:
C  2.011  -0.339  -1.368
C  2.626  0.407  0.725
C  1.921  0.744  -0.395
C  -0.890  0.999  0.457
C  -2.061  0.414  0.931
C  1.176  1.982  -0.602
N  3.034  -0.880  0.649
N  -0.154  1.692  -0.121
N  -3.694  -1.756  0.055
O  2.623  -1.423  -0.556
H  1.085  -0.913  -1.758
H  2.691  -0.195  -2.155
H  2.785  1.018  1.659
H  -2.921  1.192  0.831
H  -2.046  0.257  1.983
H  -2.686  -0.509  0.441
H  -3.596  -1.695  -0.937
H  1.459  2.765  -0.037
H  1.101  2.139  -1.655
H  3.602  -1.503  1.257
H  -3.381  -2.703  0.396
H  -4.686  -1.694  0.201


Arrangement x

# C6H12N3O

A gas-phase ion, C6H12N3O (charge +1) (ωB97M-V/def2-TZVPD, the OMol25 dataset).

Computed properties:
Gap between HOMO and LUMO (eV): 10.0
Net charge: +1
Molar mass (g/mol): 142.18
HOMO level (eV): -13.080
SMILES: C[C@H]([NH3+])[C@@H](N)c1ccon1

Positions of all 22 atoms, in Å:
C  -1.832  -0.993  0.247
C  -1.464  0.457  0.377
N  -1.386  1.258  -0.926
C  0.064  0.562  0.849
N  0.383  0.136  2.139
C  0.989  -0.094  -0.345
C  2.270  -0.645  -0.073
C  2.793  -0.892  -1.323
O  1.896  -0.615  -2.245
N  0.833  0.016  -1.657
H  -1.193  -1.590  -0.497
H  -1.856  -1.443  1.330
H  -2.779  -1.036  -0.103
H  -2.047  1.124  1.189
H  -2.138  0.926  -1.580
H  -0.422  0.964  -1.540
H  -1.490  2.267  -0.885
H  0.088  1.697  0.695
H  0.122  0.787  2.915
H  0.677  -0.826  2.340
H  2.801  -0.823  0.795
H  3.692  -1.238  -1.703


The most stable arrangement is arrangement x, and the next structure is 44.9 kcal/mol less stable.


Arrangement w

# C8H32O9

10 unconnected molecules or ions with the total composition C8H32O9 (ωB97M-V/def2-TZVPD, the OMol25 dataset).

Computed properties:
Gap between HOMO and LUMO (eV): 8.8
Molar mass (g/mol): 272.34
HOMO level (eV): -8.925
SMILES: C=C/C=C/CCCC.O.O.O.O.O.O.O.O.O

Positions of all 49 atoms, in Å:
C  -1.430  3.583  0.344
C  -1.147  2.393  0.976
C  -1.836  1.236  0.606
C  -3.040  0.948  1.080
C  -3.913  -0.051  0.410
C  -3.340  -1.441  0.732
C  -2.163  -1.925  -0.100
C  -1.633  -3.306  0.232
H  -2.236  3.856  -0.109
H  -0.684  4.349  0.666
H  -0.222  2.448  1.627
H  -1.144  0.644  -0.092
H  -3.723  1.699  1.626
H  -5.039  0.007  0.754
H  -3.845  0.086  -0.605
H  -4.195  -2.070  0.407
H  -3.396  -1.588  1.890
H  -2.380  -1.880  -1.233
H  -1.265  -1.277  0.009
H  -2.316  -4.139  0.359
H  -1.168  -3.426  1.106
H  -0.816  -3.606  -0.509
O  -0.228  -1.465  -3.618
H  0.326  -2.296  -3.745
H  0.346  -0.818  -4.055
O  2.765  -3.092  1.112
H  2.721  -2.102  1.306
H  1.989  -3.091  0.454
O  0.764  -0.540  1.085
H  0.820  0.314  1.491
H  0.348  -1.180  1.620
O  0.954  4.298  -2.278
H  1.828  3.911  -2.340
H  0.600  3.984  -1.529
O  1.989  -3.590  -1.558
H  2.928  -3.497  -1.772
H  1.812  -4.469  -1.834
O  1.974  0.133  -1.930
H  1.695  -0.433  -1.232
H  1.701  0.975  -1.604
O  1.228  1.313  3.033
H  2.137  1.167  2.831
H  1.164  0.970  3.941
O  2.342  3.412  -0.335
H  2.296  4.359  -0.390
H  3.114  3.115  -0.967
O  4.635  1.076  0.654
H  4.431  0.595  1.489
H  4.252  0.415  -0.006


Arrangement x

# C8H32O9

10 unconnected molecules or ions with the total composition C8H32O9 (ωB97M-V/def2-TZVPD, the OMol25 dataset).

Computed properties:
Gap between HOMO and LUMO (eV): 8.8
Molar mass (g/mol): 272.34
HOMO level (eV): -8.694
SMILES: C=C(/C=C/C)CCC.O.O.O.O.O.O.O.O.O

Positions of all 49 atoms, in Å:
C  -2.994  -0.912  -0.547
C  -1.826  -0.335  -0.248
C  -1.609  0.511  0.930
C  -1.134  1.751  0.921
C  -0.803  2.495  2.176
C  -0.707  -0.235  -1.302
C  -0.338  -1.548  -2.010
C  0.584  -1.271  -3.190
H  -3.751  -0.912  0.252
H  -3.236  -1.692  -1.259
H  -1.962  0.044  1.853
H  -1.026  2.258  -0.030
H  -1.459  2.194  2.995
H  -0.901  3.563  1.947
H  0.212  2.418  2.564
H  -1.062  0.509  -2.016
H  0.180  0.290  -0.926
H  0.123  -2.249  -1.301
H  -1.336  -1.937  -2.232
H  1.577  -1.652  -2.945
H  0.818  -0.219  -3.365
H  0.166  -1.695  -4.098
O  2.997  -0.107  3.626
H  3.532  -0.908  3.546
H  2.899  0.222  2.715
O  2.172  -3.657  1.496
H  1.944  -2.866  1.992
H  1.438  -3.854  0.893
O  0.715  -1.444  2.800
H  0.536  -2.092  3.491
H  1.418  -0.870  3.187
O  -2.137  2.006  -3.792
H  -2.076  2.858  -3.370
H  -2.595  1.414  -3.180
O  1.094  3.163  -0.588
H  1.387  3.612  -1.390
H  1.699  2.463  -0.336
O  -0.418  -4.242  0.367
H  -1.290  -3.857  0.188
H  -0.504  -4.914  -0.332
O  -4.057  1.654  -1.835
H  -4.816  1.072  -1.897
H  -3.852  1.597  -0.901
O  2.924  -0.258  0.811
H  2.807  0.581  0.371
H  2.391  -1.033  0.599
O  3.772  2.792  1.147
H  4.279  2.487  1.906
H  4.223  2.805  0.314


The most stable arrangement is arrangement x, and the next structure is 66.1 kcal/mol less stable.


Arrangement w

# C4H12S

2 unconnected molecules or ions with the total composition C4H12S (ωB97M-V/def2-TZVPD, the OMol25 dataset).

Computed properties:
Gap between HOMO and LUMO (eV): 9.9
Molar mass (g/mol): 92.21
HOMO level (eV): -9.002
SMILES: CCS.CC

Positions of all 17 atoms, in Å:
C  -0.643  -1.310  1.380
C  0.696  -1.159  0.702
S  0.872  -2.165  -0.793
H  -0.624  -2.187  2.049
H  -1.528  -1.494  0.775
H  -0.884  -0.543  2.127
H  0.864  -0.115  0.382
H  1.419  -1.398  1.474
H  -0.437  -2.209  -1.175
C  -1.379  3.577  -0.472
C  -0.087  2.798  -0.124
H  -1.160  4.321  -1.230
H  -2.126  2.867  -0.812
H  -1.784  4.009  0.446
H  0.463  2.778  -1.066
H  -0.221  1.834  0.354
H  0.507  3.326  0.630


Arrangement x

# C4H12S

2 unconnected molecules or ions with the total composition C4H12S (ωB97M-V/def2-TZVPD, the OMol25 dataset).

Computed properties:
Gap between HOMO and LUMO (eV): 9.4
Molar mass (g/mol): 92.21
HOMO level (eV): -8.463
SMILES: CSC.CC

Positions of all 17 atoms, in Å:
C  4.126  -0.114  1.609
S  2.995  1.290  1.444
C  1.728  0.579  0.356
H  3.587  -1.050  1.703
H  4.797  -0.141  0.759
H  4.707  0.043  2.510
H  1.246  1.442  -0.101
H  0.969  0.089  0.964
H  2.152  -0.062  -0.405
C  -3.246  -0.872  -1.537
C  -3.334  0.399  -0.683
H  -2.926  -1.717  -0.918
H  -4.219  -1.136  -1.942
H  -2.549  -0.844  -2.368
H  -4.191  0.312  -0.030
H  -3.397  1.301  -1.295
H  -2.444  0.482  -0.067


The most stable arrangement is arrangement x, and the next structure is 6.1 kcal/mol less stable.


Arrangement w

# C6H14NP

A molecular structure, C6H14NP (ωB97M-V/def2-TZVPD, the OMol25 dataset).

Computed properties:
Gap between HOMO and LUMO (eV): 8.9
Molar mass (g/mol): 131.16
HOMO level (eV): -8.014

Positions of all 22 atoms, in Å:
C  -0.600  -0.742  0.418
C  -1.957  -1.366  0.223
C  2.692  -0.057  0.530
C  0.582  -1.118  -0.532
C  -1.823  2.025  -0.490
C  1.725  0.022  -0.613
N  1.139  1.387  -0.550
P  -0.297  1.129  0.211
H  -1.879  -2.395  -0.197
H  -2.559  -0.657  -0.380
H  -2.473  -1.536  1.176
H  2.209  -0.297  1.522
H  3.412  -0.868  0.529
H  3.196  0.867  0.493
H  0.271  -1.242  -1.598
H  -0.064  -0.960  1.314
H  1.018  -1.986  -0.087
H  -2.616  1.438  0.006
H  -2.048  1.845  -1.553
H  -1.603  3.129  -0.520
H  2.258  -0.040  -1.510
H  -0.585  1.422  1.607


Arrangement x

# C6H14NP

C6H14NP in the gas phase (ωB97M-V/def2-TZVPD, the OMol25 dataset).

Computed properties:
Gap between HOMO and LUMO (eV): 9.7
Molar mass (g/mol): 131.16
HOMO level (eV): -8.859
SMILES: CP/C(C)=N\C(C)C

Positions of all 22 atoms, in Å:
C  -1.531  2.011  -0.137
P  -1.932  0.410  0.748
C  -0.977  -0.805  0.013
C  -1.799  -2.030  -0.376
N  0.359  -1.080  -0.082
C  1.209  -0.002  0.334
C  2.396  -0.521  1.176
C  1.673  0.778  -0.879
H  -1.515  1.814  -1.136
H  -0.588  2.351  0.295
H  -2.348  2.514  0.240
H  -3.071  -0.044  -0.126
H  -2.462  -2.240  0.363
H  -1.076  -2.792  -0.523
H  -2.398  -1.874  -1.336
H  0.560  0.609  1.118
H  2.899  -1.252  0.529
H  3.230  0.294  1.195
H  2.073  -0.915  2.112
H  1.873  1.765  -0.562
H  0.915  0.800  -1.708
H  2.508  0.207  -1.261


The most stable arrangement is arrangement w, and the next structure is 2.3 kcal/mol less stable.


Arrangement w

# C6H18O3

3 unconnected molecules or ions with the total composition C6H18O3 (ωB97M-V/def2-TZVPD, the OMol25 dataset).

Computed properties:
Gap between HOMO and LUMO (eV): 9.9
Molar mass (g/mol): 138.21
HOMO level (eV): -9.245
SMILES: CCO.CCO.CCO

Positions of all 27 atoms, in Å:
C  1.199  -3.763  -0.134
C  0.515  -2.822  0.808
O  -0.727  -2.351  0.271
H  1.633  -3.051  -0.835
H  0.506  -4.454  -0.614
H  2.034  -4.281  0.339
H  1.161  -1.998  1.111
H  0.333  -3.370  1.732
H  -0.715  -2.512  -0.676
C  1.589  2.443  1.218
C  1.761  1.024  0.573
O  0.422  0.474  0.337
H  1.248  3.028  0.363
H  2.525  2.789  1.656
H  0.825  2.589  1.982
H  2.328  0.376  1.241
H  2.350  1.060  -0.343
H  0.431  -0.483  0.408
C  -1.938  1.380  -1.880
C  -2.717  2.017  -0.690
O  -1.794  2.321  0.315
H  -1.418  0.488  -1.530
H  -1.128  2.075  -2.101
H  -2.572  1.103  -2.723
H  -3.413  1.336  -0.200
H  -3.440  2.797  -0.925
H  -0.998  1.784  0.296


Arrangement x

# C6H18O3

3 unconnected molecules or ions with the total composition C6H18O3 (ωB97M-V/def2-TZVPD, the OMol25 dataset).

Computed properties:
Gap between HOMO and LUMO (eV): 10.5
Molar mass (g/mol): 138.21
HOMO level (eV): -9.802
SMILES: CCO.CCO.CCO

Positions of all 27 atoms, in Å:
C  0.701  -4.010  0.166
C  1.155  -5.164  1.019
O  2.591  -5.131  1.039
H  -0.276  -3.589  0.401
H  0.686  -4.272  -0.894
H  1.432  -3.208  0.292
H  0.821  -6.130  0.632
H  0.778  -5.075  2.044
H  2.911  -6.017  1.228
C  0.376  4.330  0.907
C  -1.123  4.320  0.614
O  -1.401  3.784  -0.685
H  0.878  5.192  0.467
H  0.821  3.414  0.519
H  0.549  4.355  1.984
H  -1.556  5.320  0.688
H  -1.631  3.669  1.326
H  -1.289  4.482  -1.335
C  0.141  -0.026  -1.323
C  -1.303  0.464  -1.304
O  -1.711  0.944  -0.035
H  0.401  -0.315  -2.346
H  0.273  -0.892  -0.676
H  0.822  0.770  -1.021
H  -1.965  -0.358  -1.587
H  -1.425  1.240  -2.067
H  -1.654  1.904  -0.053


The most stable arrangement is arrangement x, and the next structure is 13.9 kcal/mol less stable.